*1*
Density functional theory data (ωB97M-V/def2-TZVPD) for one molecule with the formula C4H6FN3.

HOMO energy (alpha / beta) ... -0.3073 / -0.2965 Eh

```
! wB97M-V def2-TZVPD RIJCOSX def2/J DEFGRID3
* xyz 0 1
C -1.75889 -1.30391 0.48757
C -2.86048 0.18924 2.17585
C 2.24999 1.04043 -0.62031
C 1.11527 0.07796 -0.99741
N -2.30761 -0.45825 1.27928
N -0.69879 -1.08161 -0.36033
N 0.24905 -0.27201 0.06552
F -3.76016 1.12303 2.12196
H -2.21383 -2.25841 0.43190
H 2.65000 0.56985 0.24290
H 2.08858 2.00579 -0.34616
H 3.03146 0.88446 -1.34548
H 1.66336 -0.83867 -1.26009
H 0.55204 0.32209 -1.87520
*
```

Mulliken population analysis, charges in e, atoms 1 to 8: C -0.027; C 0.057; C -1.122; C -0.252; N -0.024; N -0.332; N -0.206; F -0.139


*2*
Density functional theory data (ωB97M-V/def2-TZVPD) for one molecule with the formula C4H6FN3.

HOMO energy (alpha / beta) ... -0.2997 / -0.2999 Eh

```
! wB97M-V def2-TZVPD RIJCOSX def2/J DEFGRID3
* xyz 0 1
C 1.71551 -0.85202 1.11111
C 2.16048 -1.74057 0.19934
C -0.05008 -0.09590 -1.00436
C -1.35631 0.96211 0.66182
N 0.54550 -0.24344 1.31982
N -0.26439 0.09439 0.25853
N -0.92125 0.04111 -1.96163
F 3.36112 -1.66645 -0.32605
H 2.36462 -0.74519 1.91084
H -1.27605 1.18964 1.75178
H -1.36375 1.94547 0.04012
H -2.41910 0.55733 0.80437
H -1.85611 0.26598 -1.89907
H -0.64020 0.28753 -2.86661
*
```

Mulliken population analysis, charges in e, atoms 1 to 8: C 0.035; C -0.085; C -0.272; C -0.924; N -0.932; N 0.758; N -0.186; F -0.148


Most stable to least stable, the ends of the list are *1* and *2*.


*1*
Density functional theory data (ωB97M-V/def2-TZVPD) for C8H15NO as an isolated structure.

HOMO energy ... -0.3460 Eh

```
! wB97M-V def2-TZVPD RIJCOSX def2/J DEFGRID3
* xyz 0 1
N 2.58523 1.13303 -0.61909
C 1.80937 0.22431 -0.44630
C 0.51559 -0.43020 -0.72960
C -0.70250 0.49380 -0.67077
C -2.02155 -0.25181 -0.85743
C -3.22578 0.68809 -0.81717
C -4.54994 -0.00764 -1.03463
C -5.28429 -0.62154 0.12545
C -5.82302 0.61902 -0.53925
H 0.59776 -0.88722 -1.72881
H 0.40182 -1.25604 -0.00884
H -0.70979 1.01636 0.29782
H -0.60461 1.26645 -1.44837
H -2.00915 -0.79111 -1.81936
H -2.13113 -1.01648 -0.07070
H -3.24941 1.20405 0.15721
H -3.09896 1.47392 -1.58062
H -4.62878 -0.54706 -1.98321
H -5.81472 -1.56155 -0.03187
H -4.83845 -0.51277 1.11646
H -5.74196 1.56283 0.00444
H -6.72000 0.52603 -1.15311
O 2.67646 0.07322 1.52640
H 3.14180 1.01992 0.86432
H 1.82901 0.14737 1.97673
*
```

Mulliken population analysis, charges in e, atoms 1 to 8: N -0.655; C 0.279; C -0.422; C -0.453; C -0.536; C -0.821; C -0.068; C -0.578


*2*
Density functional theory data (ωB97M-V/def2-TZVPD) for one molecule with the formula C8H15NO.

HOMO energy ... -0.3442 Eh

```
! wB97M-V def2-TZVPD RIJCOSX def2/J DEFGRID3
* xyz 0 1
C -2.88270 -0.26369 -1.79798
C -1.53592 -0.82288 -1.17802
C -0.40385 0.12320 -1.06782
C -0.75826 1.24063 0.08716
C 0.25780 0.79139 1.17490
C 1.73922 1.03885 2.01493
C 2.32933 -0.40607 1.57244
N 2.27406 -0.57094 0.13443
C 0.98995 -0.85581 -0.64971
O 0.95404 -1.94441 -1.30880
H -3.02357 -0.08439 -2.88612
H -3.63248 -1.09858 -1.70364
H -3.32079 0.60679 -1.30710
H -1.53952 -1.20713 -0.02302
H -1.34727 -1.81972 -1.56930
H -0.13312 0.68346 -1.99244
H -0.51799 2.31670 -0.51843
H -1.92016 1.30777 0.28084
H 0.02865 -0.20619 1.62962
H 0.83946 0.62131 0.33135
H 2.21024 2.04053 1.74926
H 1.48221 1.15104 3.10904
H 1.52572 -1.13259 2.21489
H 3.35697 -0.37175 1.84132
H 3.02800 -1.13752 -0.13779
*
```

Mulliken population analysis, charges in e, atoms 1 to 8: C -1.145; C -0.615; C 0.140; C -0.565; C -0.752; C -0.500; C -0.657; N -0.192


*3*
Density functional theory data (ωB97M-V/def2-TZVPD) for a 2-piece molecular cluster, C8H15NO overall.

HOMO energy ... -0.3245 Eh

```
! wB97M-V def2-TZVPD RIJCOSX def2/J DEFGRID3
* xyz 0 1
C -2.86229 1.41088 -0.61062
C -2.15978 0.36937 0.16163
C -1.36422 0.95957 1.27436
C -2.37360 -0.92800 0.03427
N -2.81099 -1.99393 -0.75143
O -2.12704 -2.15992 0.52455
H -2.91456 2.27534 -0.01789
H -3.77259 1.08547 -1.04573
H -2.27595 1.71433 -1.45453
H -0.86284 1.79056 0.73228
H -2.10381 1.25118 1.98458
H -0.70366 0.28154 1.78532
H -3.80194 -2.20603 -0.64269
C 2.49327 0.32485 -1.04363
C 1.89525 -0.41617 -0.10675
C 2.09455 -0.14108 1.29494
C 1.04955 -1.63832 -0.46121
H 2.23989 0.06068 -2.10757
H 3.09352 1.13471 -0.87797
H 2.92180 0.48928 1.34607
H 2.41999 -1.08037 1.80643
H 1.22096 0.37944 1.70261
H 1.51790 -2.50842 0.03872
H 0.16669 -1.38432 -0.01052
H 1.08302 -1.81666 -1.49242
*
```

Mulliken population analysis, charges in e, atoms 1 to 8: C -1.646; C 0.973; C -1.360; C 0.322; N -0.494; O -0.362; H 0.436; H 0.451


Most stable to least stable, the ends of the list are *1* and *2*.


*1*
Density functional theory data (ωB97M-V/def2-TZVPD) for C8H15NO as an isolated structure.

HOMO energy ... -0.3513 Eh

```
! wB97M-V def2-TZVPD RIJCOSX def2/J DEFGRID3
* xyz 0 1
C 0.26440 1.89146 1.11897
C 0.68316 0.86669 0.05691
C 1.58148 1.24152 -1.15593
C -0.48671 0.04307 -0.41137
C -1.89807 0.11503 -0.07182
C 0.57470 -0.54963 0.41765
C 0.13336 -1.15280 1.66472
C 1.27701 -1.65166 -0.31841
H -0.71868 2.63524 0.63419
H -0.27349 0.97969 2.08604
H 1.22587 2.57096 1.49525
H 1.16697 0.49903 -2.21561
H 2.79791 0.96612 -1.02547
H 1.66822 2.27469 -1.52262
H -0.45514 -0.12615 -1.55392
H -2.56715 -0.85023 -2.11847
H -3.82392 -0.45455 -0.93752
H -0.53327 -0.42104 1.98775
H 0.96801 -1.11349 2.24731
H -0.31878 -2.12361 1.47497
H 2.19012 -1.79613 -0.03640
H 1.18517 -1.70744 -1.43559
H 0.48312 -2.56094 -0.19288
N -2.72534 -0.12891 -1.11747
O -2.39896 0.55308 0.92971
*
```

Mulliken population analysis, charges in e, atoms 1 to 8: C -0.819; C 1.143; C -1.334; C -0.438; C 0.397; C 1.515; C -2.124; C -1.707


*2*
Density functional theory data (ωB97M-V/def2-TZVPD) for a 2-piece molecular cluster, C8H15NO overall.

HOMO energy ... -0.3241 Eh

```
! wB97M-V def2-TZVPD RIJCOSX def2/J DEFGRID3
* xyz 0 1
C 1.13734 0.01626 1.35584
C 1.67108 -0.33649 -0.03969
C 1.13810 0.76548 -0.98638
C 3.22014 -0.28606 0.01869
C 1.19626 -1.70117 -0.50565
O 0.36275 -1.93878 -1.38563
H 1.46871 -0.76879 2.05275
H 0.05067 -0.02565 1.51332
H 1.56173 0.94603 1.62890
H 0.74259 0.36921 -1.91332
H 0.44270 1.38029 -0.42209
H 1.95626 1.41666 -1.30863
H 3.80324 -0.97099 0.58816
H 3.64765 -0.41218 -1.02771
H 3.62455 0.70249 0.41042
H 1.48047 -2.58413 0.08063
C -3.42484 1.43025 -0.66429
C -2.72330 0.09678 -0.48071
C -2.76094 -0.52303 0.66926
N -2.58185 -1.04523 1.77619
H -4.51677 1.45928 -1.00235
H -2.86429 2.10299 -1.33196
H -3.11309 1.96747 0.26062
H -2.20972 -0.35388 -1.31926
H -3.30947 -1.70682 2.03291
*
```

Mulliken population analysis, charges in e, atoms 1 to 8: C -1.789; C 2.137; C -1.449; C -1.783; C -0.401; O -0.488; H 0.440; H 0.244


*3*
Density functional theory data (ωB97M-V/def2-TZVPD) for a 2-piece molecular cluster, C8H15NO overall.

HOMO energy ... -0.3216 Eh

```
! wB97M-V def2-TZVPD RIJCOSX def2/J DEFGRID3
* xyz 0 1
C 1.19316 0.67202 1.32217
C 0.70032 -0.53159 1.14615
C 1.13775 -1.45504 0.06007
C 2.38592 -0.86115 -0.65986
C 2.37636 0.64225 -0.93322
C 2.10622 1.39337 0.42515
H 0.99047 1.14632 2.24148
H -0.06227 -0.91368 1.82885
H 0.35084 -1.67324 -0.78217
H 1.52615 -2.34750 0.50338
H 2.34188 -1.54899 -1.46616
H 3.28932 -1.13329 -0.08950
H 3.19581 1.00927 -1.58861
H 1.44731 0.88044 -1.63872
H 3.09679 1.57960 0.96045
H 1.72617 2.47320 0.27319
C -4.19453 0.00393 -0.26457
C -2.96934 -0.50860 0.29009
N -1.77926 -0.09410 0.17804
O -1.65940 0.98376 -0.68011
H -4.23561 -0.36354 -1.32740
H -4.04472 1.01807 -0.39274
H -5.02199 -0.24274 0.29739
H -3.07500 -1.40893 0.82071
H -0.82234 1.28012 -0.52404
*
```

Mulliken population analysis, charges in e, atoms 1 to 8: C -0.577; C -0.096; C -0.365; C -0.853; C -0.515; C -0.587; H 0.380; H 0.236


Most stable to least stable, the ends of the list are *2* and *1*.


*1*
Density functional theory data (ωB97M-V/def2-TZVPD) for a 2-piece molecular cluster, C2H4O2S overall.

HOMO energy ... -0.3886 Eh

```
! wB97M-V def2-TZVPD RIJCOSX def2/J DEFGRID3
* xyz 0 1
C -0.23336 0.63548 0.58137
C 0.97569 0.95609 0.97440
O -1.93256 -2.09380 -1.16184
O -0.04571 -0.99502 -2.23752
S -0.51777 -1.92342 -1.23742
H -1.12431 0.84095 1.23291
H -0.33478 0.34870 -0.45163
H 1.86098 0.95035 0.31351
H 1.35183 1.28067 1.98623
*
```

Mulliken population analysis, charges in e, atoms 1 to 8: C -0.405; C -0.552; O -0.357; O -0.393; S 0.717; H 0.214; H 0.349; H 0.205


*2*
Density functional theory data (ωB97M-V/def2-TZVPD) for one molecule with the formula C2H4O2S.

HOMO energy ... -0.3285 Eh

```
! wB97M-V def2-TZVPD RIJCOSX def2/J DEFGRID3
* xyz 0 1
C -0.39831 -0.15234 0.03991
C 0.99493 0.61834 0.09995
O -2.93370 -0.23114 0.11929
O -0.32585 -1.55052 -0.40545
S -1.77773 0.62174 0.38454
H 1.64173 0.20767 -0.68552
H 1.36928 0.25456 1.10918
H 0.77998 1.73926 -0.05117
H 0.64967 -1.50758 -0.61072
*
```

Mulliken population analysis, charges in e, atoms 1 to 8: C 0.453; C -1.073; O -0.522; O -0.439; S 0.262; H 0.366; H 0.317; H 0.332


Most stable to least stable, the ends of the list are *1* and *2*.


*1*
Density functional theory data (ωB97M-V/def2-TZVPD) for C2H4O2S as an isolated structure.

HOMO energy (alpha / beta) ... -0.3474 / -0.3474 Eh

```
! wB97M-V def2-TZVPD RIJCOSX def2/J DEFGRID3
* xyz 0 1
C 0.19130 -0.07671 0.01744
C -0.98015 -0.35498 0.83087
O 2.58492 -0.17781 -1.13047
O -0.10702 1.14426 -1.27186
S 1.72989 -0.78042 -0.05880
H -1.51415 0.62671 0.89675
H -0.83793 -0.78403 1.71728
H -1.83639 -1.03717 0.27074
H 0.76952 1.44014 -1.27196
*
```

Mulliken population analysis, charges in e, atoms 1 to 8: C 0.360; C -0.888; O -0.528; O -0.519; S 0.354; H 0.269; H 0.413; H 0.240


*2*
Density functional theory data (ωB97M-V/def2-TZVPD) for a 2-piece molecular cluster, C2H4O2S overall.

HOMO energy ... -0.3855 Eh

```
! wB97M-V def2-TZVPD RIJCOSX def2/J DEFGRID3
* xyz 0 1
C 0.57945 -0.03033 0.14610
C -0.66772 0.06891 -0.29972
O 1.08114 -2.29516 1.86082
O 0.71486 -0.22696 3.08619
S 0.10666 -1.33351 2.32940
H 1.39171 -0.56873 -0.44273
H 0.95487 0.79329 0.84497
H -1.46287 0.84582 0.05079
H -0.95344 -0.48322 -1.07349
*
```

Mulliken population analysis, charges in e, atoms 1 to 8: C -0.700; C -0.365; O -0.401; O -0.427; S 0.772; H 0.276; H 0.330; H 0.214


*3*
Density functional theory data (ωB97M-V/def2-TZVPD) for C2H4O2S as an isolated structure.

HOMO energy ... -0.3364 Eh

```
! wB97M-V def2-TZVPD RIJCOSX def2/J DEFGRID3
* xyz 0 1
C -0.84836 -0.86036 0.44711
C -0.02780 -1.81080 -0.06015
O 1.09013 2.40786 -0.48608
O 1.02763 1.49107 0.57052
S -2.22166 -0.05901 0.40046
H 0.25175 0.52727 0.17804
H -0.05292 -2.03031 -1.19557
H 0.57023 -2.52922 0.52767
H 0.21099 2.86350 -0.38198
*
```

Mulliken population analysis, charges in e, atoms 1 to 8: C 0.069; C -0.407; O -0.332; O -0.393; S -0.143; H 0.373; H 0.249; H 0.246


*4*
Density functional theory data (ωB97M-V/def2-TZVPD) for a 2-piece molecular cluster, C2H4O2S overall.

HOMO energy ... -0.3449 Eh

```
! wB97M-V def2-TZVPD RIJCOSX def2/J DEFGRID3
* xyz 0 1
C 2.00545 0.13918 -0.67383
C -1.52564 -0.56315 0.99579
O -1.97357 1.06084 -1.00337
O 1.40876 1.14433 -0.49263
S -1.34659 1.00103 0.35359
H 1.48731 -0.88681 -0.42598
H 3.03148 0.17474 -1.19706
H -1.17115 -0.74327 1.97967
H -1.91605 -1.32689 0.46381
*
```

Mulliken population analysis, charges in e, atoms 1 to 8: C -0.068; C -0.629; O -0.504; O -0.323; S 0.440; H 0.166; H 0.250; H 0.320


Most stable to least stable, the ends of the list are *2* and *3*.


*1*
Density functional theory data (ωB97M-V/def2-TZVPD) for a 3-piece molecular cluster, C3H11O3 overall.

HOMO energy ... -0.1375 Eh

```
! wB97M-V def2-TZVPD RIJCOSX def2/J DEFGRID3
* xyz -1 1
C -0.24092 0.02641 0.23665
O 0.20012 -0.96317 1.06132
C 0.87668 0.69185 -0.58122
C 0.65314 2.19886 -0.78805
H -0.74034 0.85244 0.79543
H -1.02992 -0.25501 -0.51076
H 1.02514 0.26534 -1.58184
H 1.85967 0.58975 -0.14171
H -0.31206 2.47939 -1.17218
H 1.37829 2.59862 -1.50453
H 0.77415 2.77267 0.13261
H 0.41695 -2.65975 -1.36446
H 0.57226 -2.09495 0.14386
O 0.89565 -2.81055 -0.54684
H -1.78782 -1.64060 2.48123
H -2.00398 -0.81534 1.31767
O -2.53702 -1.23596 2.02284
*
```

Mulliken population analysis, charges in e, atoms 1 to 8: C -0.877; O -0.918; C -0.017; C -1.312; H 0.372; H 0.229; H 0.279; H 0.245


*2*
Density functional theory data (ωB97M-V/def2-TZVPD) for a 3-piece molecular cluster, C3H11O3 overall.

HOMO energy ... -0.1331 Eh

```
! wB97M-V def2-TZVPD RIJCOSX def2/J DEFGRID3
* xyz -1 1
C 0.02950 -0.51602 0.36908
O -0.72020 0.38820 -0.39146
C 1.51839 -0.46460 -0.00947
C 2.31537 -1.03822 1.17784
H -0.31557 -1.55057 0.21863
H -0.08146 -0.24193 1.43684
H 1.75660 0.59979 -0.05627
H 1.59995 -0.98300 -0.96263
H 3.39827 -1.18108 1.12573
H 2.00783 -2.07619 1.31457
H 2.01339 -0.47841 2.05777
H -1.77117 -0.13515 -2.82690
H -1.27310 -0.65542 -1.44386
O -1.73624 -0.92980 -2.30362
H -0.31266 2.30924 1.49272
H -1.41491 1.80346 0.45720
O -1.21274 2.42245 1.19348
*
```

Mulliken population analysis, charges in e, atoms 1 to 8: C -0.622; O -0.983; C -0.133; C -1.117; H 0.342; H 0.271; H 0.214; H 0.193


Most stable to least stable, the ends of the list are *1* and *2*.